Below is a structure of composition C29H52BClFN2NbO19P, with properties calculated with ωB97M-V/def2-TZVPD.

Each line ends with the Löwdin charge.
Atoms and positions in Å:
1 C -0.3922 -4.9322 0.1590  -0.15
2 C -0.0475 -4.4958 -1.3386  -0.36
3 C 0.2873 -2.9224 -1.5391  -0.79
4 Cl -1.1708 -1.9164 -1.0444  0.50
5 Nb 2.3118 -2.2141 -0.7832  1.43
6 C 2.9986 -1.9632 -2.9334  -0.49
7 N 2.6956 -0.6404 -3.5745  -0.12
8 C 1.8875 -2.6142 1.4047  -0.29
9 B 0.5983 -1.9532 2.0687  -0.69
10 O -0.2565 -2.8424 2.8775  0.02
11 O 0.1669 -0.5775 2.0455  0.04
12 C 1.6656 0.0081 -0.6561  -0.46
13 O 0.8729 0.5725 -1.4394  -0.08
14 N 2.2880 0.8636 0.4442  0.08
15 C 3.6032 1.3424 0.0670  -0.40
16 O 4.3858 1.8385 0.9169  0.02
17 F 4.1039 1.2271 -1.2502  0.03
18 P 3.3671 -4.5700 -0.8724  0.67
19 C 3.5208 -5.2046 -2.6462  -0.42
20 C 5.0583 -4.6033 -0.0184  -0.40
21 H -1.1145 -5.8334 0.0748  0.08
22 H 0.5156 -5.3220 0.7220  0.06
23 H -0.9807 -4.1210 0.6914  0.04
24 H -1.0259 -4.6594 -1.9406  0.09
25 H 0.7131 -5.1851 -1.8656  0.07
26 H 0.3357 -2.8096 -2.6927  0.04
27 H 3.9761 -1.6181 -0.2772  -0.08
28 H 2.5538 -2.7729 -3.6324  0.04
29 H 4.1455 -2.1236 -3.0016  0.04
30 H 3.4449 0.0494 -3.4520  0.04
31 H 2.5811 -0.8466 -4.5861  0.05
32 H 2.8128 -2.2767 2.0209  0.05
33 H 1.8485 -3.7578 1.5625  0.02
34 H -1.1731 -2.8384 2.5280  0.07
35 H -0.8014 -0.6111 1.8675  0.08
36 H 2.4679 0.2622 1.2756  0.11
37 H 4.4502 -4.7342 -3.1361  0.04
38 H 3.7458 -6.3381 -2.5711  0.03
39 H 2.5811 -5.1145 -3.2791  0.02
40 H 5.8555 -4.4626 -0.8241  0.03
41 H 5.0803 -3.6978 0.6896  0.01
42 H 5.2059 -5.5983 0.5382  0.03
43 C 0.4394 3.9467 -0.7665  -0.02
44 C -0.6887 4.9466 -0.8850  -0.34
45 C -1.9156 4.3890 -1.5433  -0.11
46 O -2.5074 5.5507 -2.1164  0.06
47 C -1.4870 6.4165 -2.3741  -0.54
48 O -1.5873 7.4005 -3.0491  0.15
49 O -0.3359 6.0130 -1.7667  0.09
50 H 1.3199 4.4176 -0.3216  0.09
51 H 0.1487 3.0944 -0.1485  0.09
52 H 0.7453 3.5809 -1.7501  0.09
53 H -0.9176 5.3795 0.0952  0.16
54 H -2.5946 3.9171 -0.8314  0.14
55 H -1.6937 3.6811 -2.3484  0.13
56 C -6.7019 -1.8349 -1.8112  -0.02
57 C -6.2778 -1.3827 -0.4313  -0.34
58 C -5.7685 0.0272 -0.3926  -0.11
59 O -4.8777 -0.0005 0.7174  0.06
60 C -4.4168 -1.2819 0.8066  -0.53
61 O -3.4839 -1.6277 1.4897  0.12
62 O -5.1452 -2.1207 0.0191  0.09
63 H -7.0206 -2.8799 -1.7873  0.09
64 H -7.5262 -1.2260 -2.1900  0.09
65 H -5.8679 -1.7792 -2.5159  0.09
66 H -7.0912 -1.5381 0.2861  0.16
67 H -6.5652 0.7556 -0.2333  0.14
68 H -5.1997 0.3092 -1.2844  0.14
69 C -0.6087 3.0037 -5.9137  -0.02
70 C -1.1483 1.5980 -6.0615  -0.35
71 C -0.5675 0.6265 -5.0770  -0.11
72 O -0.6702 -0.6109 -5.7753  0.07
73 C -0.6122 -0.3111 -7.1013  -0.54
74 O -0.4537 -1.1170 -7.9732  0.15
75 O -0.7541 1.0300 -7.3092  0.08
76 H -1.0317 3.6562 -6.6821  0.09
77 H -0.8496 3.4178 -4.9318  0.08
78 H 0.4757 3.0240 -6.0496  0.09
79 H -2.2436 1.6055 -6.0238  0.16
80 H -1.1278 0.5927 -4.1414  0.14
81 H 0.4881 0.8104 -4.8533  0.13
82 C -3.4319 -0.9109 6.4168  -0.02
83 C -4.7641 -1.2756 5.8001  -0.34
84 C -5.2271 -0.3046 4.7554  -0.10
85 O -6.6427 -0.4407 4.8175  0.06
86 C -6.9370 -0.8192 6.0931  -0.54
87 O -8.0380 -0.8180 6.5636  0.15
88 O -5.8119 -1.1950 6.7662  0.08
89 H -3.1670 -1.6262 7.1995  0.09
90 H -2.6382 -0.9038 5.6661  0.09
91 H -3.4763 0.0718 6.8941  0.09
92 H -4.7357 -2.3005 5.4146  0.16
93 H -4.8552 -0.5537 3.7601  0.13
94 H -4.9708 0.7352 4.9825  0.14
95 C 5.2934 3.5904 2.7926  -0.04
96 C 5.5232 3.7872 4.2751  -0.34
97 C 5.4385 5.2203 4.7109  -0.12
98 O 6.2825 5.2402 5.8572  0.06
99 C 7.2103 4.2597 5.6699  -0.54
100 O 8.2034 4.1321 6.3271  0.15
101 O 6.8625 3.4460 4.6340  0.09
102 H 5.4106 2.5414 2.5275  0.06
103 H 4.2925 3.9148 2.5011  0.09
104 H 6.0304 4.1449 2.2046  0.10
105 H 4.8448 3.1492 4.8522  0.16
106 H 4.4218 5.5191 4.9710  0.14
107 H 5.8402 5.9235 3.9742  0.14

Calculated values
highest occupied orbital energy	-5.134	eV
charge	-1
DFT total energy	-99553.6622	eV
multiplicity	1
Kohn-Sham gap	6.39	eV
maximum force	5.31	eV/A

***

Below is a structure of composition C29H52BN8OSn, with properties calculated with ωB97M-V/def2-TZVPD.

Each line ends with the Löwdin charge.
Atoms and positions in Å:
1 Sn -0.0022 -0.1748 1.9505  1.59
2 C -4.6088 -0.3468 1.8301  -0.01
3 C -3.6620 -1.5026 1.4227  -0.33
4 C -2.7778 -1.9397 2.5874  -0.07
5 C -2.9443 -1.1205 0.1938  -0.13
6 C -3.5377 -0.8860 -1.0717  0.10
7 C -2.5174 -0.5189 -1.8963  -0.10
8 C -2.6099 -0.0554 -3.3113  -0.35
9 C -3.9524 0.6361 -3.5651  -0.04
10 C -2.3946 -1.1742 -4.3460  -0.01
11 N -1.3369 -0.5427 -1.1248  0.12
12 N -1.5917 -0.8917 0.1159  0.06
13 B 0.1136 -0.2725 -1.6230  -0.50
14 N 0.5410 1.1481 -1.1674  0.10
15 N 0.5348 1.4654 0.1230  0.09
16 C 1.0203 2.7425 0.2859  -0.19
17 C 1.3177 3.2527 -0.9511  0.14
18 C 1.0035 2.2207 -1.8841  -0.06
19 C 1.0931 2.3050 -3.3463  -0.33
20 C 2.5150 2.6944 -3.7970  -0.01
21 C 0.0826 3.3652 -3.8564  0.00
22 C 1.1598 3.3371 1.6472  -0.37
23 C 1.2641 4.8585 1.6020  -0.04
24 C 2.3730 2.7155 2.3632  -0.03
25 N 1.0858 -1.3021 -1.0558  0.04
26 N 1.3719 -1.3557 0.2806  -0.02
27 C 2.2981 -2.2908 0.4647  -0.24
28 C 2.6194 -2.8686 -0.7751  0.07
29 C 1.8377 -2.2310 -1.7168  -0.16
30 C 1.8643 -2.5981 -3.1735  -0.34
31 C 0.6470 -3.4588 -3.5373  -0.03
32 C 2.1192 -1.4636 -4.1679  -0.04
33 C 2.8915 -2.7015 1.7707  -0.35
34 C 2.5937 -4.1828 2.0547  -0.03
35 C 2.4946 -1.8231 2.9504  -0.10
36 H -5.1857 -0.6447 2.7032  0.11
37 H -4.0295 0.5459 2.0734  0.09
38 H -5.3095 -0.1037 1.0331  0.09
39 H -4.3122 -2.3451 1.1498  0.18
40 H -2.3034 -1.0754 3.0679  0.02
41 H -3.3883 -2.4242 3.3466  0.11
42 H -2.0121 -2.6518 2.2682  0.09
43 H -4.5778 -0.9890 -1.3302  0.15
44 H -1.8062 0.6765 -3.4625  0.12
45 H -4.7556 -0.1001 -3.6279  0.10
46 H -4.2042 1.3534 -2.7834  0.09
47 H -3.9204 1.1556 -4.5205  0.10
48 H -3.0115 -2.0433 -4.1150  0.11
49 H -2.6841 -0.8031 -5.3272  0.10
50 H -1.3565 -1.4928 -4.3969  0.06
51 H 0.1109 -0.3213 -2.8001  0.11
52 H 1.7120 4.2296 -1.1756  0.15
53 H 0.8363 1.3454 -3.7907  0.11
54 H 2.8044 3.6759 -3.4209  0.10
55 H 3.2515 1.9680 -3.4550  0.09
56 H 2.5335 2.7315 -4.8844  0.11
57 H 0.3215 4.3577 -3.4746  0.10
58 H 0.1361 3.3957 -4.9428  0.11
59 H -0.9364 3.1189 -3.5554  0.08
60 H 0.2605 3.0577 2.2164  0.13
61 H 2.2041 5.1749 1.1469  0.10
62 H 0.4386 5.2944 1.0386  0.10
63 H 1.2401 5.2594 2.6129  0.10
64 H 3.2852 2.8958 1.7943  0.10
65 H 2.4903 3.1652 3.3471  0.10
66 H 2.2557 1.6330 2.4933  0.04
67 H 3.3382 -3.6485 -0.9579  0.14
68 H 2.7313 -3.2578 -3.2580  0.14
69 H -0.2755 -2.9526 -3.2495  0.06
70 H 0.6298 -3.6610 -4.6075  0.10
71 H 0.6700 -4.4145 -3.0152  0.09
72 H 1.2114 -0.9022 -4.3957  0.05
73 H 2.8800 -0.7747 -3.7972  0.09
74 H 2.4623 -1.8830 -5.1124  0.10
75 H 3.9769 -2.6300 1.6402  0.16
76 H 1.5196 -4.3410 2.1733  0.09
77 H 2.9430 -4.8257 1.2497  0.09
78 H 3.0961 -4.4888 2.9709  0.10
79 H 1.4327 -1.9640 3.1985  0.03
80 H 3.0747 -2.0958 3.8296  0.11
81 H 2.6856 -0.7651 2.7360  0.05
82 C 0.2696 -0.7071 6.5773  -0.04
83 N -0.3376 0.6089 6.4839  0.04
84 C -0.7496 1.1630 5.3405  -0.58
85 N -1.4054 2.3382 5.4188  0.20
86 O -0.5370 0.6116 4.2253  -0.26
87 H 0.3209 -0.9963 7.6220  0.10
88 H 1.2791 -0.7165 6.1641  0.09
89 H -0.3319 -1.4409 6.0403  0.09
90 H -0.5264 1.0952 7.3439  0.15
91 H -1.5610 2.8229 6.2861  0.13
92 H -1.7895 2.7468 4.5885  0.11

Calculated values
highest occupied orbital energy (alpha / beta)	-16.819 / -16.825	eV
charge	+3
DFT total energy	-51369.3782	eV
relative energy (zero: lowest compared OMol25 entry of this formula, charge and spin)	1.133	eV
multiplicity	1
Kohn-Sham gap (alpha / beta)	4.65 / 4.63	eV
maximum force	1.34	eV/A

***

Below is a cluster of 7 separate species, C29H52Cl2F3O6S in total, with properties calculated with ωB97M-V/def2-TZVPD.

Each line ends with the Löwdin charge.
Atoms and positions in Å:
1 C 4.4149 1.6687 3.2733  -0.12
2 C 3.0924 2.2008 2.4466  -0.55
3 Cl 2.9200 4.0797 2.3288  0.57
4 C 2.0767 1.3318 1.7768  -0.73
5 Cl 2.3228 -0.5408 1.8746  0.59
6 S 0.5871 1.9030 0.8010  1.04
7 C -0.2904 0.3266 0.1797  -0.35
8 C -1.1174 -0.4491 1.3676  -0.17
9 C -1.7455 -1.8759 0.7616  -0.04
10 F -1.9647 -2.0869 -0.7026  -0.04
11 C -2.0271 -2.9266 1.8142  0.01
12 F -3.4016 -3.0234 2.3737  -0.01
13 F -0.9231 -3.8352 2.2998  -0.01
14 C -0.6984 2.7707 1.8421  -0.33
15 C -0.4060 2.7970 3.4534  -0.41
16 C -1.6125 3.7460 4.1173  -0.11
17 C -0.5231 1.3449 4.2089  -0.11
18 H 5.4482 1.9922 2.7714  0.12
19 H 4.4777 0.5054 3.3980  0.07
20 H 4.4245 2.1212 4.3707  0.10
21 H 0.4581 -0.3635 -0.4156  0.12
22 H -1.1126 0.7020 -0.6003  0.12
23 H -2.0539 0.1434 1.7760  0.13
24 H -0.4775 -0.7600 2.2969  0.09
25 H -1.7573 2.3000 1.6358  0.12
26 H -0.7606 3.8918 1.4357  0.13
27 H 0.6018 3.2970 3.7732  0.11
28 H -2.6687 3.3212 3.7587  0.10
29 H -1.5337 3.7711 5.2958  0.10
30 H -1.5697 4.8513 3.6725  0.10
31 H -1.6138 0.8943 4.2085  0.10
32 H 0.2994 0.6082 3.8095  0.05
33 H -0.2729 1.5524 5.3580  0.11
34 C 6.0595 1.3618 -2.1359  -0.03
35 C 4.8602 1.3669 -1.2261  -0.48
36 O 4.9843 1.4640 -0.0064  0.02
37 C 3.5031 1.2486 -1.8666  -0.02
38 H 6.9708 1.4540 -1.5354  0.08
39 H 6.1003 0.4216 -2.6916  0.10
40 H 6.0071 2.2089 -2.8244  0.05
41 H 3.4299 0.3033 -2.4102  0.10
42 H 3.3368 2.0906 -2.5431  0.09
43 H 2.7320 1.2662 -1.0889  0.05
44 C -8.2687 -4.6044 1.3969  -0.03
45 C -7.7814 -3.1816 1.4630  -0.49
46 O -8.3437 -2.2843 0.8374  0.04
47 C -6.5794 -2.8992 2.3240  -0.04
48 H -9.1422 -4.6585 0.7385  0.06
49 H -7.4839 -5.2473 0.9905  0.09
50 H -8.5605 -4.9437 2.3939  0.09
51 H -5.7193 -3.4662 1.9589  0.06
52 H -6.7960 -3.1627 3.3624  0.09
53 H -6.3412 -1.8313 2.2757  0.08
54 C 6.2260 -1.4650 0.1233  -0.02
55 C 7.7244 -1.3497 0.0360  -0.47
56 O 8.2603 -0.5798 -0.7595  0.05
57 C 8.5416 -2.2128 0.9596  -0.02
58 H 5.7669 -0.7841 -0.6012  0.05
59 H 5.9176 -2.4866 -0.1127  0.09
60 H 5.8899 -1.1878 1.1256  0.08
61 H 8.3365 -3.2678 0.7609  0.09
62 H 8.3086 -1.9689 1.9992  0.09
63 H 9.6063 -2.0240 0.7854  0.09
64 C -13.7261 -5.1945 1.7009  -0.03
65 C -12.4216 -4.5231 1.3637  -0.48
66 O -11.3751 -5.1644 1.2845  0.04
67 C -12.4472 -3.0367 1.1271  -0.02
68 H -13.5557 -6.2667 1.8449  0.08
69 H -14.1304 -4.7771 2.6265  0.09
70 H -14.4359 -5.0601 0.8808  0.09
71 H -12.7945 -2.5231 2.0272  0.09
72 H -13.1001 -2.8062 0.2815  0.09
73 H -11.4352 -2.6890 0.8937  0.08
74 C 8.9723 2.5767 -5.2178  -0.02
75 C 7.7280 3.4232 -5.1816  -0.47
76 O 6.8512 3.2340 -4.3401  0.03
77 C 7.5981 4.5101 -6.2148  -0.02
78 H 8.9291 1.8337 -4.4143  0.09
79 H 9.0379 2.0534 -6.1750  0.09
80 H 9.8535 3.2050 -5.0662  0.09
81 H 7.6024 4.0730 -7.2166  0.09
82 H 8.4182 5.2246 -6.1077  0.09
83 H 6.6506 5.0394 -6.0676  0.08
84 C 1.0253 1.1461 -4.5550  0.00
85 C -0.1741 1.1512 -3.6452  -0.45
86 O -0.0499 1.2483 -2.4255  0.00
87 C -1.5312 1.0328 -4.2857  -0.01
88 H 1.9365 1.2382 -3.9546  0.05
89 H 1.0660 0.2058 -5.1107  0.10
90 H 0.9728 1.9932 -5.2435  0.10
91 H -1.6044 0.0875 -4.8294  0.10
92 H -1.6975 1.8749 -4.9622  0.09
93 H -2.3022 1.0504 -3.5081  0.09

Calculated values
highest occupied orbital energy	-10.655	eV
charge	+1
DFT total energy	-87215.1609	eV
multiplicity	1
Kohn-Sham gap	6.22	eV
maximum force	5.69	eV/A

***

Below is a cluster of 11 separate species, C29H52O25S4 in total, with properties calculated with ωB97M-V/def2-TZVPD.

Each line ends with the Löwdin charge.
Atoms and positions in Å:
1 C -3.3661 4.9517 -1.4636  -0.24
2 S -2.7335 5.8753 0.0191  0.90
3 O -2.7166 4.7728 1.1160  -0.59
4 C -0.9153 6.0049 -0.4096  -0.23
5 H -3.4022 5.5741 -2.3577  0.05
6 H -4.3874 4.6526 -1.2276  0.05
7 H -2.7647 4.0508 -1.5856  0.03
8 H -0.7488 6.6496 -1.2725  0.04
9 H -0.5297 5.0406 -0.7408  0.04
10 H -0.3852 6.3524 0.4771  0.05
11 C -1.6520 0.1964 -5.5519  -0.24
12 S -1.0837 0.1119 -3.7555  0.89
13 O -2.3377 0.3541 -2.9047  -0.59
14 C -0.8927 -1.7573 -3.6864  -0.22
15 H -0.7175 0.1000 -6.1047  0.04
16 H -2.0213 1.1776 -5.8501  0.05
17 H -2.3617 -0.5642 -5.8775  0.06
18 H -0.4396 -2.0927 -2.7535  0.04
19 H -0.2983 -2.0109 -4.5642  0.05
20 H -1.8707 -2.2078 -3.8557  0.05
21 C 7.6303 1.7717 -0.7045  -0.25
22 S 7.0663 0.0749 -0.2650  0.86
23 O 6.2204 0.0639 0.9759  -0.55
24 C 5.8693 -0.1304 -1.6113  -0.25
25 H 6.8199 2.4648 -0.9305  0.03
26 H 8.2820 1.7777 -1.5782  0.05
27 H 8.1390 2.2219 0.1479  0.05
28 H 6.4173 -0.4688 -2.4907  0.05
29 H 5.3828 0.8285 -1.7898  0.04
30 H 5.1329 -0.9132 -1.4296  0.03
31 C -5.9152 -0.8863 0.4745  -0.23
32 S -6.0323 0.4869 -0.7735  0.83
33 O -7.2642 1.2696 -0.4310  -0.57
34 C -4.5620 1.5010 -0.2691  -0.24
35 H -6.0924 -0.3632 1.4142  0.05
36 H -4.9410 -1.3632 0.3667  0.03
37 H -6.7250 -1.5890 0.2783  0.05
38 H -4.2368 2.1189 -1.1060  0.02
39 H -3.6869 0.9478 0.0718  0.03
40 H -4.7922 2.1743 0.5566  0.05
41 C -0.7631 0.0193 -0.1366  -0.10
42 C -0.6645 1.6010 -0.2282  -0.11
43 O 0.6357 1.8002 -0.6653  0.05
44 C 1.3319 0.5950 -0.7701  -0.52
45 O 2.4688 0.4188 -1.2487  0.09
46 O 0.5082 -0.3536 -0.5370  0.05
47 H -1.4746 -0.4592 -0.8096  0.10
48 H -0.9874 -0.3176 0.8754  0.13
49 H -0.7448 2.0063 0.7804  0.11
50 H -1.4626 2.0409 -0.8262  0.11
51 C -3.9335 -3.3754 2.2306  -0.16
52 C -2.9236 -2.7411 3.1858  -0.12
53 O -3.6202 -2.3157 4.3705  0.06
54 C -4.9514 -2.5019 4.1759  -0.48
55 O -5.8381 -2.1578 4.9481  0.13
56 O -5.1091 -3.1532 2.9561  0.03
57 H -3.7127 -4.4280 2.0538  0.13
58 H -3.9872 -2.8588 1.2723  0.09
59 H -2.4143 -1.9142 2.6908  0.11
60 H -2.2420 -3.5792 3.3307  0.12
61 C -1.5991 2.8509 3.3248  -0.15
62 C -2.7947 3.5450 3.8592  -0.10
63 O -3.7719 2.5423 3.8715  0.17
64 C -3.4446 1.5890 3.1920  -0.69
65 O -4.1183 0.5992 3.0564  0.14
66 O -2.1514 1.6657 2.9209  0.07
67 H -0.8576 2.7788 4.1204  0.14
68 H -1.2121 3.3231 2.4218  0.10
69 H -3.1313 4.3768 3.2404  0.10
70 H -2.7051 4.0092 4.8413  0.14
71 C 4.4275 2.8283 0.8355  -0.12
72 C 4.5294 4.2848 0.4960  -0.10
73 O 3.3480 4.8800 1.0422  0.10
74 C 2.5901 3.9011 1.4876  -0.60
75 O 1.5636 4.0849 2.1357  0.11
76 O 3.1219 2.6967 1.4090  0.07
77 H 5.2297 2.5894 1.5337  0.13
78 H 4.4485 2.1237 0.0041  0.11
79 H 4.6514 4.4613 -0.5727  0.13
80 H 5.3356 4.8080 1.0101  0.14
81 C -2.0642 -4.9987 -2.4597  -0.10
82 C -1.0333 -5.8961 -1.7007  -0.10
83 O -0.5551 -4.9478 -0.8057  0.05
84 C -1.5248 -4.0430 -0.4995  -0.48
85 O -1.4415 -3.1365 0.3602  0.10
86 O -2.4773 -4.1680 -1.4241  0.06
87 H -2.9311 -5.4144 -2.9733  0.14
88 H -1.5968 -4.3450 -3.1961  0.11
89 H -0.1798 -6.2077 -2.3028  0.13
90 H -1.5107 -6.7607 -1.2395  0.14
91 C 2.8222 -1.6499 1.8440  -0.08
92 C 3.3135 -0.4266 2.6551  -0.13
93 O 4.1756 -1.0250 3.5797  0.08
94 C 4.6618 -2.1455 2.9879  -0.56
95 O 5.6289 -2.7787 3.4281  0.11
96 O 4.0014 -2.4224 1.8945  0.06
97 H 2.5738 -1.4240 0.8070  0.10
98 H 2.0540 -2.2251 2.3607  0.14
99 H 2.5442 0.2252 3.0691  0.13
100 H 3.8728 0.3215 2.0933  0.10
101 C 3.4997 -3.9841 -1.1752  -0.13
102 C 2.6166 -2.8970 -1.7481  -0.13
103 O 2.0475 -3.4707 -2.8871  0.09
104 C 2.4876 -4.7131 -2.9815  -0.64
105 O 2.0640 -5.5102 -3.7481  0.17
106 O 3.5198 -4.8698 -2.2227  0.12
107 H 3.1776 -4.2952 -0.1815  0.14
108 H 4.5244 -3.6326 -1.0546  0.14
109 H 3.2216 -2.0019 -1.8928  0.11
110 H 1.8452 -2.6404 -1.0220  0.11

Calculated values
highest occupied orbital energy	-8.292	eV
DFT total energy	-125438.8437	eV
relative energy (zero: lowest compared OMol25 entry of this formula, charge and spin)	0.781	eV
multiplicity	1
Kohn-Sham gap	8.18	eV
maximum force	7.49	eV/A